Entry 1:
29
Properties=species:S:1:pos:R:3 method="wB97M-V/def2-TZVPD" homo_lumo_gap_ev="9.11 / 5.76" total_charge=+1
C 0.19063 2.48488 0.10419
C 1.29825 1.86282 0.40623
C -1.00253 2.01030 -0.49419
C 3.24584 -1.35022 -0.71191
C 2.32362 -2.25871 -0.24551
C 1.81433 0.43787 0.18673
C 0.97426 -0.55638 0.67747
C 2.98806 0.08359 -0.52716
C -1.80692 1.14535 0.01865
C -3.90390 -0.16248 -0.85096
C -2.83281 -1.03878 1.69663
N 1.36565 -1.82563 0.61225
N 3.93816 0.98837 -0.87418
O -1.35616 -1.32692 -0.69869
P -2.33784 -0.49852 0.02721
H 0.05744 3.48626 0.38721
H 2.04828 2.47118 0.79499
H -1.27953 2.46409 -1.48037
H 4.05780 -1.60522 -1.38067
H 2.44278 -3.30093 -0.38856
H -4.56042 0.40012 -0.15449
H -3.72551 0.57890 -1.72986
H -4.33914 -1.08958 -1.26012
H -3.67345 -1.71552 1.65977
H -2.19223 -1.44534 2.39895
H -3.21610 -0.19787 2.20866
H 0.88680 -2.49862 1.18805
H 4.78543 0.65027 -1.19198
H 3.80921 1.80672 -0.37836



Entry 2:
12
Properties=species:S:1:pos:R:3 method="wB97M-V/def2-TZVPD" homo_lumo_gap_ev=8.24
O -1.84191 -1.38346 -0.45792
C -1.61969 -0.58197 0.41983
C -0.49177 0.39304 0.37016
C 0.08428 0.72791 -0.93339
C 0.86941 -0.25821 -0.05112
C 1.99193 0.32360 0.61852
H -2.24698 -0.54165 1.33219
H 0.75958 -1.30292 -0.34957
H -0.41845 1.11408 1.17676
H -0.37235 0.27188 -1.80636
H 0.52719 1.70923 -1.05400
H 2.75876 -0.47153 0.73490



Entry 3:
17
Properties=species:S:1:pos:R:3 method="wB97M-V/def2-TZVPD" homo_lumo_gap_ev="2.13 / 8.56" total_charge=-1 multiplicity=2
C -0.64039 0.61794 0.15384
C -2.34642 0.04489 2.48437
S -0.87577 -0.49778 1.61404
H 0.48565 0.56216 -0.14115
H -1.27211 0.28774 -0.78966
H -0.71239 1.74914 0.43141
H -1.97735 0.26745 3.46915
H -3.02059 -0.69594 2.60637
H -2.86445 0.90267 2.17935
C 1.91122 -0.41137 -2.32557
C 2.67086 0.54458 -3.18958
H 2.20438 -1.53536 -2.35044
H 1.92049 -0.34891 -1.26045
H 0.85580 -0.26584 -2.60824
H 3.65155 0.43013 -2.75021
H 2.69982 0.26371 -4.26997
H 2.46988 1.57130 -3.07920



Entry 4:
13
Properties=species:S:1:pos:R:3 method="wB97M-V/def2-TZVPD" homo_lumo_gap_ev=9.29
C 2.28909 -2.50656 0.07247
C 2.15710 -1.70311 -0.80151
C -1.40083 0.84386 -0.04295
N -1.54139 1.41127 1.15871
N -0.30828 0.81852 -0.77059
O -2.50329 0.21408 -0.54177
O 0.70135 1.47289 -0.09107
H 2.31810 -3.27785 0.87907
H -2.39872 -0.06391 -1.46661
H 2.10198 -0.91049 -1.43871
H -0.65046 1.65784 1.59021
H -2.30838 1.08876 1.69196
H 1.54374 0.95470 -0.23923



Respective energy above the lowest of the compared OMol25 structures with the same formula, charge and spin values: 3.387 4.315 1.446 5.136 eV.
Respective energy values: -953.2373 -269.1877 -557.6685 -377.7706 Ha.